Here is an isolated ion of composition C31H45BBrI3N2O9PS and charge -1 at a distorted geometry from the OMol25 dataset. Energies are from ωB97M-V with the def2-TZVPD basis set.

Properties
Lowest unoccupied orbital energy in eV: 0.19
Electronic energy in Ha: -6226.23606
F_max in eV/A: 2.565
Gap between HOMO and LUMO in eV: 1.99
Net charge: -1

Last columns: bonded neighbours and bond lengths (Å).
Positions of all 94 atoms, in Å:
1 C 4.23386 2.06230 -0.76496  C2 1.552, H40 1.099, H41 1.113, H42 1.099
2 C 3.78132 0.60201 -0.49851  C1 1.552, C3 1.582, H43 1.107, H44 1.101
3 C 2.46347 0.36748 0.34489  C2 1.582, I4 2.171, C5 1.606, H45 1.100
4 I 2.16966 2.17569 1.50923  C3 2.171, O92 2.486
5 C 1.21280 -0.12848 -0.53183  C3 1.606, P6 1.900, C10 1.586, C32 1.574
6 P 1.24797 1.07900 -1.99778  C5 1.900, C7 1.896, C8 1.871
7 C 0.30991 0.35689 -3.47910  P6 1.896, H46 1.095, H47 1.106, H48 1.104
8 C 0.26017 2.64915 -1.75072  P6 1.871, C9 1.581, H49 1.102, H50 1.093
9 C 0.62066 3.59421 -2.96595  C8 1.581, H51 1.098, H52 1.103, H53 1.100
10 C 1.73840 -1.50691 -1.11462  C5 1.586, C11 1.574, H54 1.102, H55 1.106
11 C 0.88032 -2.81994 -0.98674  C10 1.574, B12 1.639, C16 1.555, C21 1.549
12 B 1.18937 -3.54662 -2.42260  C11 1.639, O13 1.407, O14 1.376
13 O 1.89912 -4.75952 -2.49700  B12 1.407, H56 0.967
14 O 0.85404 -2.97198 -3.62761  B12 1.376, C15 1.440
15 C 1.70042 -3.33208 -4.73596  O14 1.440, H57 1.102, H58 1.098, H59 1.098
16 C 1.41768 -3.84574 0.05144  C11 1.555, I17 2.161, C18 1.346
17 I 3.23472 -3.50011 1.16922  C16 2.161, I20 3.435
18 C 0.81487 -5.01888 0.32077  C16 1.346, C19 1.522, I20 2.167
19 C -0.43825 -5.52947 -0.37548  C18 1.522, H60 1.105, H61 1.100, H62 1.101
20 I 1.54506 -6.42328 1.80033  I17 3.435, C18 2.167
21 C -0.62085 -2.50776 -0.76910  C11 1.549, O22 1.430, N23 1.481, H63 1.100
22 O -1.34616 -3.05151 -1.87561  C21 1.430, H64 0.966
23 N -1.03230 -1.09715 -0.58293  C21 1.481, C24 1.497, C32 1.537, H65 1.035
24 C -2.49347 -0.98465 -0.27626  N23 1.497, C25 1.559, H66 1.103, H67 1.098
25 C -3.26973 -0.07321 -1.27516  C24 1.559, C26 1.574, H68 1.096, H69 1.101
26 C -4.79407 -0.32424 -0.97220  C25 1.574, C27 1.558, H70 1.097, H71 1.106
27 C -5.56718 0.97373 -0.59193  C26 1.558, O28 1.455, H72 1.097, H73 1.098
28 O -6.67785 1.06393 -1.52802  C27 1.455, C29 1.371
29 C -7.72904 1.74016 -0.96532  O28 1.371, C30 1.533, O31 1.183
30 C -9.11278 1.26272 -1.42227  C29 1.533, H74 1.101, H75 1.099, H76 1.093
31 O -7.57660 2.64483 -0.21863  C29 1.183
32 C -0.11959 -0.23056 0.30006  C5 1.574, N23 1.537, C33 1.558, N37 1.462
33 C 0.20170 -0.89464 1.67283  C32 1.558, C34 1.554, H77 1.104, H78 1.103
34 C -0.90614 -1.66950 2.43962  C33 1.554, C35 1.560, Br36 2.005, H79 1.094
35 C -1.54209 -0.92537 3.65456  C34 1.560, H80 1.105, H81 1.099, H82 1.095
36 Br -0.02950 -3.24677 3.31416  C34 2.005
37 N -0.84583 1.03558 0.38630  C32 1.462, C38 1.212
38 C -1.21137 1.51489 1.43827  N37 1.212, S39 1.561
39 S -1.25729 2.40912 2.71746  C38 1.561
40 H 4.78144 2.52656 0.06743  C1 1.099
41 H 4.98229 1.99676 -1.58591  C1 1.113
42 H 3.44910 2.71522 -1.17064  C1 1.099
43 H 4.60966 0.15411 0.08312  C2 1.107
44 H 3.79868 0.07573 -1.46571  C2 1.101
45 H 2.73942 -0.40935 1.07389  C3 1.100
46 H 0.80440 -0.52888 -3.89022  C7 1.095
47 H -0.77732 0.24794 -3.31082  C7 1.106
48 H 0.41720 1.14798 -4.24231  C7 1.104
49 H -0.82294 2.44849 -1.76832  C8 1.102
50 H 0.53684 3.19717 -0.84654  C8 1.093
51 H -0.27067 3.82752 -3.56291  C9 1.098
52 H 0.97178 4.55518 -2.55501  C9 1.103
53 H 1.46330 3.19757 -3.55156  C9 1.100
54 H 2.73605 -1.74596 -0.71285  C10 1.102
55 H 1.97934 -1.32317 -2.17829  C10 1.106
56 H 1.26825 -5.46818 -2.68426  O13 0.967
57 H 1.37092 -2.71684 -5.58927  C15 1.102
58 H 1.57774 -4.37778 -5.04678  C15 1.098
59 H 2.74392 -3.08366 -4.49986  C15 1.098
60 H -1.36092 -4.98317 -0.11004  C19 1.105
61 H -0.38842 -5.56176 -1.47406  C19 1.100
62 H -0.63819 -6.56524 -0.06155  C19 1.101
63 H -0.96962 -3.07582 0.10615  C21 1.100
64 H -2.09357 -3.56000 -1.53404  O22 0.966
65 H -0.94956 -0.64768 -1.51167  N23 1.035
66 H -3.01953 -1.95154 -0.35001  C24 1.103
67 H -2.70506 -0.69081 0.76069  C24 1.098
68 H -3.01902 0.98247 -1.12358  C25 1.096
69 H -3.04210 -0.45012 -2.28409  C25 1.101
70 H -5.26043 -0.86306 -1.80677  C26 1.097
71 H -4.88828 -0.99272 -0.09607  C26 1.106
72 H -5.92041 0.88778 0.44310  C27 1.097
73 H -4.94624 1.87246 -0.69922  C27 1.098
74 H -9.02791 0.23988 -1.81978  C30 1.101
75 H -9.40650 1.90049 -2.26766  C30 1.099
76 H -9.80929 1.28342 -0.58037  C30 1.093
77 H 0.66855 -0.19899 2.39127  C33 1.104
78 H 1.01943 -1.61209 1.49153  C33 1.103
79 H -1.73315 -2.12115 1.88458  C34 1.094
80 H -2.36979 -0.30632 3.26461  C35 1.105
81 H -0.78722 -0.28530 4.13131  C35 1.099
82 H -1.92854 -1.62027 4.40721  C35 1.095
83 C 3.78429 3.75041 5.14724  C84 1.367, C89 1.457, H93 1.089
84 C 4.33593 3.89234 3.90509  C83 1.367, C85 1.538, O92 1.280
85 C 5.60825 4.75433 3.85791  C84 1.538, O86 1.239, C87 1.440
86 O 6.26149 4.91241 2.81700  C85 1.239
87 C 6.03826 5.39837 5.07219  C85 1.440, C88 1.388, H94 1.086
88 C 5.48010 5.27431 6.33704  C87 1.388, C89 1.543, O91 1.249
89 C 4.26624 4.32295 6.39688  C83 1.457, C88 1.543, O90 1.229
90 O 3.68937 4.03248 7.44252  C89 1.229
91 O 5.84926 5.83022 7.39302  C88 1.249
92 O 3.90863 3.38512 2.81010  I4 2.486, C84 1.280
93 H 2.88658 3.14526 5.26388  C83 1.089
94 H 6.90259 6.04160 4.93954  C87 1.086


Here is a 20-piece molecular cluster, C13H62ClNO23P overall at a distorted geometry from the OMol25 dataset. Energies are from ωB97M-V with the def2-TZVPD basis set.

Properties
Lowest unoccupied orbital energy in eV: -2.60
Electronic energy in Ha: -3119.13795
F_max in eV/A: 3.003
Gap between HOMO and LUMO in eV: 9.44
Net charge: +1

Last columns: bonded neighbours and bond lengths (Å).
Positions of all 101 atoms, in Å:
1 C -5.73002 -1.25379 -0.90022  C2 1.528, H21 1.074, H22 1.080, H23 1.078
2 C -5.25551 -1.14154 0.54743  C1 1.528, N3 1.497, H24 1.080, H25 1.078
3 N -4.10411 -0.19719 0.70352  C2 1.497, C4 1.455, C18 1.432
4 C -2.84338 -0.84221 1.03608  N3 1.455, C5 1.521, H26 1.081, H27 1.082
5 C -1.90692 -0.86169 -0.16236  C4 1.521, P6 1.790, H28 1.086, H29 1.081
6 P -1.61171 0.76425 -0.85157  C5 1.790, C7 1.827, C14 1.831, H30 1.393
7 C -0.88649 1.94415 0.34055  P6 1.827, C8 1.506, H31 1.076, H32 1.083
8 C -0.52291 1.34935 1.67517  C7 1.506, O9 1.222, O10 1.331
9 O -1.08521 1.69827 2.70237  C8 1.222
10 O 0.43899 0.43294 1.59529  C8 1.331, C11 1.456
11 C 1.18189 0.22360 2.82958  O10 1.456, C12 1.489, O13 1.209
12 C 2.26450 1.22738 3.02486  C11 1.489, H33 1.078, H34 1.078, H35 1.078
13 O 0.93205 -0.72903 3.53151  C11 1.209
14 C -0.51641 0.63899 -2.31390  P6 1.831, C15 1.515, H36 1.079, H37 1.082
15 C 0.16172 -0.70762 -2.46134  C14 1.515, C16 1.521, Cl17 1.811, H38 1.081
16 C 0.92180 -0.74305 -3.77842  C15 1.521, H39 1.078, H40 1.078, H41 1.077
17 Cl 1.37770 -0.90933 -1.13510  C15 1.811
18 C -4.43477 0.76242 1.71313  N3 1.432, C19 1.501, O20 1.206
19 C -5.05150 2.04290 1.23029  C18 1.501, H42 1.080, H43 1.080, H44 1.080
20 O -4.24956 0.58834 2.89168  C18 1.206
21 H -6.74926 -1.59131 -0.89028  C1 1.074
22 H -5.09484 -1.95331 -1.42356  C1 1.080
23 H -5.66049 -0.26679 -1.32778  C1 1.078
24 H -5.04110 -2.10992 0.97479  C2 1.080
25 H -6.09617 -0.75921 1.10389  C2 1.078
26 H -2.94116 -1.86118 1.38360  C4 1.081
27 H -2.36675 -0.30820 1.84814  C4 1.082
28 H -2.31210 -1.45447 -0.97681  C5 1.086
29 H -0.95860 -1.31044 0.09931  C5 1.081
30 H -2.78457 1.35005 -1.32102  P6 1.393
31 H -1.55698 2.77631 0.46683  C7 1.076
32 H 0.01334 2.33891 -0.11389  C7 1.083
33 H 2.08036 1.79992 3.91954  C12 1.078
34 H 2.31277 1.89985 2.18317  C12 1.078
35 H 3.18075 0.66481 3.10011  C12 1.078
36 H -1.04994 0.90949 -3.21202  C14 1.079
37 H 0.26122 1.38324 -2.20279  C14 1.082
38 H -0.55841 -1.51214 -2.41211  C15 1.081
39 H 1.90746 -1.14299 -3.60479  C16 1.078
40 H 1.08280 0.24575 -4.17551  C16 1.078
41 H 0.45547 -1.39508 -4.49809  C16 1.077
42 H -4.33078 2.84657 1.27013  C19 1.080
43 H -5.49156 1.91689 0.25183  C19 1.080
44 H -5.85306 2.28653 1.91216  C19 1.080
45 O 5.00241 0.02525 1.81185  H46 0.961, H47 0.965
46 H 5.09511 -0.86652 1.46638  O45 0.961
47 H 5.84396 0.43869 1.58221  O45 0.965
48 O 2.72097 2.08240 -3.50923  H49 0.968, H50 0.964
49 H 2.29000 2.84927 -3.10536  O48 0.968
50 H 2.95756 1.51899 -2.76388  O48 0.964
51 O 1.08600 4.64261 -3.48650  H52 0.961, H53 0.964
52 H 1.00453 4.86395 -4.41760  O51 0.961
53 H 0.22203 4.86662 -3.12330  O51 0.964
54 O 4.61020 -0.24849 -5.08292  H55 0.963, H56 0.962
55 H 4.18934 0.51812 -4.67927  O54 0.963
56 H 4.85102 -0.81302 -4.34212  O54 0.962
57 O -7.73342 -2.62590 2.14543  H58 0.966, H59 0.961
58 H -7.49217 -2.05043 2.88281  O57 0.966
59 H -7.71868 -3.51944 2.49874  O57 0.961
60 O -1.61686 -2.84005 -3.69431  H61 0.967, H62 0.962
61 H -1.34066 -3.70075 -3.34985  O60 0.967
62 H -2.35245 -3.05986 -4.27379  O60 0.962
63 O -3.24147 3.01506 4.94945  H64 0.962, H65 0.962
64 H -3.96303 2.50077 4.57421  O63 0.962
65 H -2.45957 2.65592 4.51851  O63 0.962
66 O 4.37778 -2.74317 -1.08810  H67 0.966, H68 0.962
67 H 4.19391 -3.57339 -1.54559  O66 0.966
68 H 3.51757 -2.32393 -0.99036  O66 0.962
69 O -1.66817 5.82659 -3.95932  H70 0.962, H71 0.961
70 H -1.75258 6.05065 -4.89094  O69 0.962
71 H -2.52633 6.04327 -3.58438  O69 0.961
72 O -7.37500 0.12322 3.00998  H73 0.962, H74 0.969
73 H -6.42686 0.28578 3.00217  O72 0.962
74 H -7.71344 0.69110 3.71849  O72 0.969
75 O -0.82953 -5.36988 -4.52104  H76 0.962, H77 0.962
76 H -0.45956 -4.81753 -5.21666  O75 0.962
77 H -0.70484 -6.27497 -4.82094  O75 0.962
78 O 7.41917 -0.47038 0.12165  H79 0.962, H80 0.968
79 H 7.51108 -1.36043 -0.23229  O78 0.962
80 H 8.25729 -0.03446 -0.08914  O78 0.968
81 O 4.50356 -6.01453 -1.59149  H82 0.961, H83 0.962
82 H 5.20240 -6.67071 -1.51988  O81 0.961
83 H 4.19833 -5.89692 -0.68694  O81 0.962
84 O 9.37442 1.32042 1.18701  H85 0.961, H86 0.965
85 H 10.11273 1.35505 1.80178  O84 0.961
86 H 8.75456 1.98974 1.50283  O84 0.965
87 O -8.23074 2.40157 4.69557  H88 0.963, H89 0.961
88 H -7.61374 2.56971 5.41494  O87 0.963
89 H -8.67022 3.24371 4.55022  O87 0.961
90 O 8.67222 -1.45098 2.74472  H91 0.969, H92 0.963
91 H 8.40565 -0.89013 2.00110  O90 0.969
92 H 7.85656 -1.57855 3.23997  O90 0.963
93 O 7.06310 2.88136 2.42693  H94 0.961, H95 0.963
94 H 6.12857 2.90010 2.64863  O93 0.961
95 H 7.50616 3.12688 3.24577  O93 0.963
96 O -7.37326 -2.11790 -3.36240  H97 0.961, H98 0.962
97 H -7.52104 -2.95639 -3.80894  O96 0.961
98 H -8.23040 -1.68271 -3.38952  O96 0.962
99 O 10.28890 -0.98825 5.16706  H100 0.960, H101 0.967
100 H 10.71257 -1.84719 5.10594  O99 0.960
101 H 9.55582 -1.04037 4.53827  O99 0.967


Here is a 2-piece molecular cluster, C4H8O2 overall at a distorted geometry from the OMol25 dataset. Energies are from ωB97M-V with the def2-TZVPD basis set.

Properties
Lowest unoccupied orbital energy in eV: 0.85
Electronic energy in Ha: -307.64075
Energy above the lowest of the compared OMol25 structures with the same formula, charge and spin in kcal/mol: 45.0
F_max in eV/A: 1.028
Gap between HOMO and LUMO in eV: 9.94
SMILES: C=C=O.CCO

Last columns: bonded neighbours and bond lengths (Å).
Positions of all 14 atoms, in Å:
1 C -2.34868 1.65255 0.45464  C2 1.317, H4 1.088, H5 1.083
2 C -1.96102 1.07090 -0.66102  C1 1.317, O3 1.168
3 O -1.63303 0.57434 -1.66649  C2 1.168
4 H -1.97601 1.27884 1.40619  C1 1.088
5 H -3.05385 2.47003 0.37295  C1 1.083
6 C 2.04494 -1.21846 0.12693  C7 1.518, H9 1.097, H10 1.095, H11 1.096
7 C 0.65543 -0.80066 -0.31940  C6 1.518, O8 1.423, H12 1.099, H13 1.095
8 O 0.00831 -0.00868 0.66960  C7 1.423, H14 0.967
9 H 2.67492 -0.33353 0.27921  C6 1.097
10 H 1.98379 -1.77262 1.06986  C6 1.095
11 H 2.52534 -1.85847 -0.62191  C6 1.096
12 H 0.68288 -0.25930 -1.27572  C7 1.099
13 H 0.01789 -1.67876 -0.46235  C7 1.095
14 H 0.37907 0.88383 0.62752  O8 0.967